Record 1
52
Properties=species:S:1:pos:R:3 method="wB97M-V/def2-TZVPD" e_homo_ha=-0.338 multiplicity=1 gap_ev=9.31 energy_ha=-1946.39990 relative_energy_kcal_mol=0.0
C -0.57 1.12 0.81
S -0.23 0.77 2.55
S -1.79 -0.18 3.36
C -1.61 -1.95 3.08
H -1.13 0.34 0.32
H -1.12 2.06 0.69
H 0.39 1.19 0.31
H -0.72 -2.36 3.56
H -2.48 -2.41 3.59
H -1.59 -2.22 2.03
H -2.96 -0.87 -0.74
H -2.52 -0.10 -2.02
O -2.54 -0.99 -1.61
H 0.59 -1.86 -1.54
H -0.94 -1.48 -1.99
O 0.02 -1.53 -2.27
H 3.84 0.83 2.51
H 3.00 0.82 3.79
O 3.65 0.29 3.29
H 2.21 1.17 -2.15
H 3.45 0.29 -1.82
O 3.16 1.21 -1.89
H 3.57 1.76 -0.35
H 2.98 2.46 0.93
O 3.65 1.83 0.64
H 1.70 -2.72 0.48
H 2.49 -1.88 -0.46
O 1.72 -2.50 -0.46
H -3.17 2.04 -1.19
H -4.09 1.51 0.02
O -3.85 2.30 -0.51
H 3.65 0.11 0.38
H 3.63 -1.32 0.97
O 3.76 -0.84 0.13
H 0.48 -0.02 -2.59
H 0.77 1.02 -3.74
O 0.59 0.96 -2.80
H 3.57 -2.82 2.75
H 3.10 -1.33 2.83
O 2.96 -2.18 2.36
H -1.07 1.41 -2.43
H -2.37 1.90 -3.23
O -2.05 1.49 -2.42
H 0.49 -3.98 -4.02
H 0.23 -2.54 -3.68
O 0.29 -3.14 -4.46
H -4.23 0.18 1.91
H -5.47 -0.13 1.05
O -4.54 0.08 1.00
H -3.09 3.38 0.62
H -3.14 4.83 1.17
O -2.65 4.00 1.23

Record 2
71
Properties=species:S:1:pos:R:3 method="wB97M-V/def2-TZVPD" e_homo_ha="-0.039 / -0.243" multiplicity=2 gap_ev="2.70 / 8.23" total_charge=-1 energy_ha=-3184.07336 s_squared=0.755
N 1.91 2.75 -0.34
H 1.28 2.08 -0.76
H 1.32 3.58 -0.31
H 2.57 2.91 -1.09
H 2.23 2.27 0.48
C 2.29 -1.45 -1.25
F 3.31 -0.65 -0.86
F 2.68 -2.54 -1.88
F 1.62 -1.80 -0.18
S 1.24 -0.35 -2.49
O 2.31 0.20 -3.30
O 0.34 -1.26 -3.17
N 0.48 0.93 -1.48
S -0.93 0.31 -1.04
O -2.04 0.60 -1.95
O -1.01 -1.08 -0.61
C -1.27 1.34 0.64
F -0.74 0.58 1.71
F -0.79 2.59 0.50
F -2.61 1.35 0.83
O 0.47 -4.32 -0.18
H 0.73 -3.43 0.05
H -0.35 -4.21 -0.66
O 4.19 -3.10 1.58
H 3.97 -3.17 0.65
H 4.83 -3.79 1.73
O 4.59 -0.80 -4.49
H 5.26 -0.21 -4.15
H 3.76 -0.37 -4.27
O -2.05 -3.76 -0.61
H -2.61 -4.54 -0.59
H -2.46 -3.19 -1.26
O -0.18 -0.59 4.64
H 0.52 -1.24 4.78
H -0.73 -0.98 3.96
O 2.63 0.95 1.54
H 2.09 1.32 2.23
H 2.98 0.14 1.91
O -2.33 2.26 -4.03
H -1.38 2.30 -4.02
H -2.55 1.67 -3.31
O 0.97 1.77 3.60
H 0.64 0.89 3.80
H 0.18 2.31 3.52
O -3.49 -0.81 2.76
H -3.65 -0.39 1.92
H -2.67 -1.29 2.64
O 0.29 2.88 -3.46
H 0.40 2.19 -2.80
H 1.18 3.13 -3.69
O -1.52 -3.11 -4.92
H -2.28 -2.54 -4.76
H -0.82 -2.72 -4.39
O 3.25 -5.23 -0.63
H 3.42 -6.12 -0.92
H 2.29 -5.15 -0.65
O -5.08 -0.04 0.23
H -5.42 0.22 1.09
H -5.32 0.68 -0.35
O -1.16 3.40 3.45
H -1.67 2.60 3.58
H -1.37 3.95 4.21
O -3.18 4.43 0.99
H -3.33 3.71 0.37
H -2.92 3.99 1.80
O 0.15 5.68 2.19
H -0.69 6.03 2.47
H 0.04 4.73 2.24
O -1.35 -2.46 2.39
H -0.95 -3.18 2.88
H -1.51 -2.83 1.52

Record 3
59
Properties=species:S:1:pos:R:3 method="wB97M-V/def2-TZVPD" e_homo_ha=-0.222 multiplicity=1 gap_ev=7.57 total_charge=-1 energy_ha=-1453.97693 relative_energy_kcal_mol=21.8
C 0.07 -0.78 0.67
C 0.25 0.34 -0.35
O 1.33 0.18 -1.25
H -0.50 -0.49 1.55
H 1.05 -1.09 1.07
H -0.40 -1.71 0.20
H 0.53 1.29 0.15
H -0.69 0.57 -0.95
O -2.00 -3.73 0.93
H -2.15 -2.94 0.38
H -2.91 -4.11 1.04
O -3.08 0.71 0.35
H -2.77 -0.11 -0.18
H -3.97 1.02 0.09
O 2.55 2.66 -0.99
H 2.02 1.85 -1.06
H 2.81 2.92 -1.88
O 2.53 1.46 1.82
H 2.28 1.41 0.89
H 3.46 1.37 1.80
O -2.79 -1.80 -0.78
H -3.75 -2.01 -0.78
H -2.46 -2.09 -1.66
O -1.81 -0.64 3.66
H -2.40 0.00 3.22
H -2.03 -0.58 4.61
O -1.39 2.05 2.06
H -2.00 1.62 1.46
H -0.67 2.41 1.51
O -0.19 3.67 0.16
H 0.63 3.76 -0.33
H -0.86 3.45 -0.48
O 3.61 -0.75 -0.60
H 3.89 -1.55 -1.14
H 2.66 -0.62 -0.86
O 3.61 0.54 -3.18
H 3.38 -0.30 -3.69
H 3.44 0.25 -2.23
O -2.34 2.99 -1.39
H -2.98 3.63 -1.03
H -2.37 2.22 -0.81
O 1.15 -2.18 -2.51
H 1.17 -1.32 -2.12
H 1.55 -2.04 -3.33
O 1.00 0.01 3.66
H 0.21 -0.36 3.30
H 1.48 0.43 2.94
O -1.16 -3.19 3.38
H -1.39 -2.23 3.40
H -1.46 -3.50 2.47
O 0.37 1.53 -3.51
H 0.56 1.04 -2.70
H 0.52 2.48 -3.25
O 3.11 -3.01 1.53
H 2.59 -2.57 0.86
H 2.52 -3.23 2.28
O -2.28 0.36 -2.97
H -1.47 0.79 -3.26
H -2.06 -0.10 -2.18

Record 4
9
Properties=species:S:1:pos:R:3 method="wB97M-V/def2-TZVPD" e_homo_ha=-0.544 multiplicity=1 gap_ev=8.51 total_charge=+1 energy_ha=-474.98628 relative_energy_kcal_mol=0.0
F -0.85 -1.98 2.90
O -0.17 -1.78 0.87
C -0.28 -1.25 1.92
C 0.38 1.45 -1.03
O 0.52 0.79 -2.04
Ag -0.61 -0.32 -3.85
H 0.37 -0.47 2.36
H 1.25 1.72 -0.41
H -0.61 1.83 -0.72

Record 5
9
Properties=species:S:1:pos:R:3 method="wB97M-V/def2-TZVPD" e_homo_ha="-0.820 / -0.818" multiplicity=2 gap_ev="9.23 / 6.21" total_charge=+2 energy_ha=-474.37437 relative_energy_kcal_mol=10.9 s_squared=0.758
F 1.25 -1.20 -1.62
H 0.17 -1.34 -1.68
O -0.85 -0.23 -0.70
C 0.18 0.43 -0.36
C 0.37 0.48 1.16
O -0.61 0.23 1.83
Ag -2.51 -0.30 0.80
H 0.67 1.16 -1.03
H 1.34 0.77 1.60

Record 6
10
Properties=species:S:1:pos:R:3 method="wB97M-V/def2-TZVPD" e_homo_ha="-0.475 / -0.581" multiplicity=4 gap_ev="7.68 / 8.51" total_charge=+1 energy_ha=-804.86177 relative_energy_kcal_mol=0.0 s_squared=3.759
P 0.46 1.30 1.12
F 1.69 -1.18 -1.36
O -0.84 1.09 -0.17
C -2.11 0.61 0.14
H -2.87 1.03 -0.54
H -2.43 0.87 1.17
C -2.13 -0.88 -0.01
O -1.13 -1.50 -0.34
Au 0.40 -0.30 -0.71
H -3.08 -1.42 0.20